1.
The following is a quantum chemistry calculation of C2H2F2LiOPm as an isolated structure in a non-equilibrium geometry, from the OMol25 dataset.

ORCA input file:
```
! RIJCOSX wB97M-V def2-TZVPD def2/J DEFGRID3
* xyz 3 6
F 3.05178 -0.93213 0.89606
O 0.18865 0.50701 -0.79021
Pm 2.73806 0.81099 -0.37843
Li 2.37608 -2.27148 1.79084
C -1.20557 0.07433 -0.85177
C -1.65065 0.80807 0.15896
H -2.72614 0.33891 0.02164
F -1.13366 -1.23215 -0.96657
H -1.63855 1.89644 0.11948
*
```

The expectation value of S² is 8.7683. The total energy comes out at -966.9694 a.u. For the HOMO energy (alpha / beta), the calculation gives -22.68 / -23.03 eV. For the relative energy (zero: lowest compared OMol25 entry of this formula, charge and spin), the calculation gives 1.2132 eV. For the molar mass, the calculation gives 231.97 g mol⁻¹.

Löwdin population analysis, charges in e, atoms 1 to 5: F -0.601; O -0.245; Pm 2.432; Li 0.908; C -0.273

2.
The following is a quantum chemistry calculation of one molecule with the formula C2H2F2O in a non-equilibrium geometry, from the OMol25 dataset.

ORCA input file:
```
! RIJCOSX wB97M-V def2-TZVPD def2/J DEFGRID3
* xyz 0 1
C 0.67627 0.90870 -0.01529
C -0.79867 0.34818 -0.73452
O -0.62939 1.30423 0.26864
F 1.41622 1.71887 -0.77191
F -1.05815 0.79610 -1.96082
H 1.22681 0.30223 0.68605
H -1.19588 -0.62331 -0.49506
*
```

The total energy comes out at -352.2977 a.u. For the HOMO energy, the calculation gives -9.70 eV. For the relative energy (zero: lowest compared OMol25 entry of this formula, charge and spin), the calculation gives 1.4976 eV. For the molar mass, the calculation gives 80.03 g mol⁻¹.

Löwdin population analysis, charges in e, atoms 1 to 5: C -0.226; C -0.225; O 0.028; F 0.071; F 0.074

3.
The following is a quantum chemistry calculation of an isolated ion of composition C2H2F2P and charge +1 in a non-equilibrium geometry, from the OMol25 dataset.

ORCA input file:
```
! RIJCOSX wB97M-V def2-TZVPD def2/J DEFGRID3
* xyz 1 1
C 0.76598 0.60872 -0.45995
C -0.58849 0.75830 -0.25845
F -0.23120 -2.05426 -0.12165
F 0.11043 -0.75219 1.98652
P 0.04412 -0.64349 0.47992
H 1.48885 1.07671 -1.10452
H -1.58970 1.00621 -0.52187
*
```

The total energy comes out at -618.1674 a.u. For the HOMO energy, the calculation gives -17.79 eV. For the relative energy (zero: lowest compared OMol25 entry of this formula, charge and spin), the calculation gives 0.0000 eV. For the molar mass, the calculation gives 95.01 g mol⁻¹.

Löwdin population analysis, charges in e, atoms 1 to 5: C 0.006; C -0.005; F -0.035; F -0.006; P 0.828

4.
The following is a quantum chemistry calculation of a 2-piece molecular cluster, C2H2F3NOS overall in a non-equilibrium geometry, from the OMol25 dataset.

ORCA input file:
```
! RIJCOSX wB97M-V def2-TZVPD def2/J DEFGRID3
* xyz 0 1
C -2.28215 0.25116 0.44881
C 1.73873 0.11999 0.30799
N -2.78199 0.52978 -0.60128
O -1.95460 0.04959 1.50710
F 2.51428 1.00867 -0.35923
F 2.39760 -0.91465 0.69201
F 1.34360 0.83673 1.37463
S 0.32545 -0.65531 -0.67163
H -2.44055 0.31854 -1.48802
H 1.13962 -1.54450 -1.21036
*
```

The total energy comes out at -905.1850 a.u. For the HOMO energy, the calculation gives -10.64 eV. For the relative energy (zero: lowest compared OMol25 entry of this formula, charge and spin), the calculation gives 0.3076 eV. For the molar mass, the calculation gives 145.11 g mol⁻¹.

Löwdin population analysis, charges in e, atoms 1 to 5: C -0.539; C -0.916; N 0.184; O 0.179; F 0.086

5.
The following is a quantum chemistry calculation of a 2-piece molecular cluster, C2H2F3O2S2 overall in a non-equilibrium geometry, from the OMol25 dataset.

ORCA input file:
```
! RIJCOSX wB97M-V def2-TZVPD def2/J DEFGRID3
* xyz -1 1
C 1.50156 -0.89696 0.77842
C 2.16549 0.07190 -0.15021
O -3.20490 -0.27607 1.11068
O -3.65425 -0.30899 -1.27634
F 2.56201 1.24855 0.41483
F 1.33567 0.39968 -1.20520
F 3.20327 -0.51179 -0.86303
S -3.00855 2.20162 -0.32940
S -2.75852 0.15195 -0.21739
H 0.79274 -0.38605 1.36536
H 1.06547 -1.69384 0.37228
*
```

The total energy comes out at -1323.8195 a.u. For the HOMO energy (alpha / beta), the calculation gives -3.88 / -4.06 eV. For the relative energy (zero: lowest compared OMol25 entry of this formula, charge and spin), the calculation gives 1.6836 eV. For the molar mass, the calculation gives 179.16 g mol⁻¹.

Löwdin population analysis, charges in e, atoms 1 to 5: C 0.223; C -0.585; O -0.566; O -0.572; F 0.109

6.
The following is a quantum chemistry calculation of a 2-piece molecular cluster, C2H2F4NO3S overall in a non-equilibrium geometry, from the OMol25 dataset.

ORCA input file:
```
! RIJCOSX wB97M-V def2-TZVPD def2/J DEFGRID3
* xyz -1 1
C -2.68356 0.40517 0.10272
C 0.55540 0.90655 -0.54780
N -2.01663 -0.61474 0.24648
O 1.81992 -1.58471 -0.86858
O 0.57010 -1.15300 1.28400
O 2.72013 -0.05052 0.91233
F -2.65981 1.63906 0.63358
F -3.68169 0.27202 -0.70797
F 0.85639 2.02709 0.28670
F 1.45337 0.94930 -1.66773
S 1.46993 -0.49682 0.33916
H 2.77099 -1.68323 -0.82843
H -1.17454 -0.61616 0.81553
*
```

The total energy comes out at -1155.5229 a.u. For the HOMO energy, the calculation gives -3.95 eV. For the relative energy (zero: lowest compared OMol25 entry of this formula, charge and spin), the calculation gives 0.0868 eV. For the molar mass, the calculation gives 196.10 g mol⁻¹.

Löwdin population analysis, charges in e, atoms 1 to 5: C -0.580; C -0.329; N 0.209; O -0.201; O -0.370

7.
The following is a quantum chemistry calculation of a 2-piece molecular cluster, C2H2F6 overall, from the OMol25 dataset.

ORCA input file:
```
! RIJCOSX wB97M-V def2-TZVPD def2/J DEFGRID3
* xyz 0 1
F -0.21950 0.63354 -2.49465
F -2.07173 1.51515 -3.20376
F -2.11100 0.04430 -1.60819
C -1.42570 1.07312 -2.11912
H -1.32684 1.88406 -1.36914
F 1.03402 -1.75275 3.18739
F 0.97332 0.20292 2.24797
F 2.74545 -1.03623 2.06114
C 1.40886 -1.05424 2.11001
H 0.99311 -1.50986 1.18835
*
```

The total energy comes out at -676.6237 a.u. For the HOMO energy, the calculation gives -13.90 eV. For the molar mass, the calculation gives 140.03 g mol⁻¹.

Löwdin population analysis, charges in e, atoms 1 to 5: F 0.107; F 0.109; F 0.107; C -0.493; H 0.170

8.
The following is a quantum chemistry calculation of one molecule with the formula C2H2F6P2 in a non-equilibrium geometry, from the OMol25 dataset.

ORCA input file:
```
! RIJCOSX wB97M-V def2-TZVPD def2/J DEFGRID3
* xyz 0 1
C -1.64362 -1.02556 -0.06558
C 2.06794 0.14644 0.04610
F -2.97420 -1.10024 0.09437
F -1.11923 -2.13102 0.46022
F -1.40840 -1.06806 -1.38540
F 1.62723 -0.85941 0.80306
F 2.86922 -0.32774 -0.89510
F 2.74161 0.99842 0.81256
P -0.97396 0.52609 0.78969
P 0.26957 1.18984 -0.84735
H -2.06256 1.28940 0.34084
H 0.60641 2.36186 -0.15342
*
```

The total energy comes out at -1359.2832 a.u. For the HOMO energy, the calculation gives -9.81 eV. For the relative energy (zero: lowest compared OMol25 entry of this formula, charge and spin), the calculation gives 0.0000 eV. For the molar mass, the calculation gives 201.97 g mol⁻¹.

Löwdin population analysis, charges in e, atoms 1 to 5: C -0.912; C -0.739; F 0.068; F 0.084; F 0.032